Entry 1:
Molecular formula: C32H30MnN3O2P
Method: DFT, ωB97M-V/def2-TZVPD

Computed properties:
Multiplicity: 4
Total charge: +4

Each line ends with the Mulliken charge.
Atoms and positions in Å:
N  0.87797  -2.33970  -1.95478  -0.41
C  0.51678  -3.43900  -1.95082  0.64
C  0.11989  -4.82962  -2.04040  -1.08
H  0.25789  -5.18237  -3.07553  0.37
H  -0.94366  -4.93385  -1.76195  0.33
H  0.75730  -5.44262  -1.38503  0.30
N  -1.59688  0.55954  2.10517  -0.22
C  -2.06432  0.83663  3.14044  0.51
C  -2.58179  1.13076  4.44221  -1.16
H  -3.45976  0.50593  4.63530  0.35
H  -2.86961  2.18447  4.50971  0.35
H  -1.81369  0.92095  5.19241  0.35
N  0.74394  1.54683  -2.84624  -0.44
C  0.80410  2.68820  -3.01860  0.63
C  0.85437  4.08629  -3.40742  -1.12
H  1.59231  4.62894  -2.79430  0.31
H  -0.15383  4.51246  -3.25945  0.36
H  1.14871  4.16015  -4.47098  0.36
Mn  -1.52924  0.11181  0.13074  0.46
C  0.07462  1.25809  0.23390  0.48
O  0.80545  2.15452  0.45434  -0.33
C  -0.44653  -1.28308  0.74034  0.62
O  0.22278  -2.09061  1.25512  -0.30
C  -2.79089  -1.31450  -0.51904  -0.92
C  -2.01361  -0.86676  -1.60475  0.13
C  -1.95803  0.49270  -1.89126  -0.53
C  -2.56451  1.43511  -1.04972  -0.43
C  -3.38767  0.99605  -0.00246  -0.55
C  -3.51788  -0.38402  0.24658  -0.27
H  -2.76751  -2.37179  -0.25309  0.53
H  -1.44385  -1.60254  -2.17956  0.62
H  -1.35839  0.83142  -2.73517  0.56
H  -2.40226  2.50530  -1.21373  0.57
H  -3.91870  1.74558  0.59025  0.58
H  -4.12472  -0.77987  1.06696  0.56
C  4.72527  -4.40497  -1.76520  -0.58
C  3.76527  -4.39050  -0.73744  -0.62
C  3.23266  -3.17639  -0.32201  -0.84
C  3.64948  -1.97680  -0.92654  0.70
C  4.61413  -1.99255  -1.93877  -0.02
C  5.14714  -3.21229  -2.36602  -0.67
P  2.83824  -0.45087  -0.26722  1.42
C  3.89458  -0.27368  1.22120  0.36
C  3.28948  -0.06499  2.47893  -0.19
C  4.08834  -0.00765  3.62219  -0.55
C  5.47446  -0.16518  3.52339  -0.60
C  6.07725  -0.36105  2.27738  -0.84
C  5.28656  -0.39627  1.12523  -0.04
C  3.58535  0.85959  -1.30835  0.58
C  4.20474  1.99760  -0.76536  -0.82
C  4.70523  2.98888  -1.61357  -0.63
C  4.54313  2.87329  -2.99929  -0.56
C  3.86083  1.77713  -3.53975  -0.65
C  3.35709  0.79465  -2.69322  -0.80
H  5.12703  -5.36028  -2.10993  0.48
H  3.41899  -5.31829  -0.27048  0.62
H  2.48644  -3.14689  0.47446  0.41
H  4.96023  -1.06801  -2.39787  0.44
H  5.87814  -3.21825  -3.17948  0.50
H  2.20420  0.03952  2.54829  0.29
H  3.62695  0.15338  4.59687  0.45
H  6.09326  -0.13991  4.41575  0.45
H  7.15487  -0.49237  2.18023  0.47
H  5.74507  -0.54690  0.14391  0.38
H  4.30723  2.10793  0.31517  0.56
H  5.20201  3.86595  -1.18964  0.51
H  4.90757  3.65444  -3.66717  0.50
H  3.68404  1.68971  -4.61577  0.54
H  2.77861  -0.04314  -3.08817  0.56

=====

Entry 2:
Molecular formula: C32H31B2NO7P
Method: DFT, ωB97M-V/def2-TZVPD

Computed properties:
Total charge: +1

Each line ends with the Mulliken charge.
Atoms and positions in Å:
C  0.68091  0.26929  7.17683  -1.08
C  0.17273  1.33851  6.21529  -0.03
O  1.07191  1.54392  5.09632  -0.36
B  2.30955  2.03451  5.20603  0.63
O  3.49878  1.42080  5.10115  -0.37
P  2.49141  4.03943  5.37775  0.08
B  1.32970  4.93219  6.74555  0.50
O  0.07250  5.04018  6.30164  -0.50
N  1.87075  5.34380  8.00201  -0.13
C  2.49366  4.23097  8.73133  -1.01
C  2.75267  6.52270  7.85999  -0.99
H  0.93036  0.67573  8.15715  0.31
H  1.55066  -0.24193  6.76505  0.26
H  -0.07837  -0.49515  7.33411  0.34
H  -0.77318  1.04816  5.76629  0.32
H  -0.00001  2.29763  6.70964  0.14
H  3.77233  0.74391  5.72593  0.34
H  3.82756  4.32631  5.67093  0.18
H  2.25838  4.62297  4.12709  0.15
H  -0.54344  5.34064  6.98393  0.34
H  3.54995  4.09958  8.46429  0.38
H  2.43639  4.39766  9.80699  0.33
H  1.96765  3.29328  8.52667  0.26
H  3.78900  6.25849  8.08025  0.35
H  2.71707  6.93521  6.84676  0.34
H  2.44836  7.31779  8.53952  0.29
C  0.11108  3.26134  2.55422  -0.50
C  -0.21264  4.30448  1.68953  -1.06
C  -0.31791  4.06778  0.33051  -0.65
C  -0.09583  2.78859  -0.16872  0.25
C  0.23712  1.75068  0.69625  0.01
C  0.33577  1.98814  2.06297  -0.63
C  0.50887  0.36868  0.18860  0.51
O  0.79163  -0.52311  0.95984  -0.67
C  0.42516  0.14911  -1.27899  0.18
C  0.71165  -1.11327  -1.78655  -0.66
C  0.63066  -1.34541  -3.14926  -0.55
C  0.26318  -0.31725  -4.01024  -0.55
C  -0.02105  0.94357  -3.51306  -0.66
C  0.06152  1.18363  -2.14633  0.19
C  -0.23082  2.55260  -1.64205  0.60
O  -0.56372  3.45234  -2.38011  -0.65
H  0.17203  3.44842  3.61943  0.97
H  -0.38927  5.29993  2.07760  0.43
H  -0.57453  4.85742  -0.36264  0.50
H  0.58154  1.16076  2.71311  0.80
H  0.99434  -1.89920  -1.09961  0.49
H  0.85154  -2.32386  -3.55546  0.49
H  0.20680  -0.50718  -5.07436  0.57
H  -0.30524  1.75652  -4.16740  0.49
C  0.45607  -7.80376  -6.37492  -0.53
C  -0.56746  -8.50687  -7.00082  -0.47
C  -1.74143  -7.86195  -7.35085  -0.58
C  -1.90052  -6.51025  -7.06986  0.18
C  -0.87887  -5.80681  -6.43011  0.20
C  0.30165  -6.45798  -6.09005  -0.48
C  -1.02847  -4.36304  -6.09255  0.43
O  -0.13158  -3.74942  -5.54990  -0.68
C  -2.31885  -3.70295  -6.44127  0.10
C  -2.51210  -2.37121  -6.09208  -0.41
C  -3.69757  -1.73392  -6.41461  -0.57
C  -4.69700  -2.42299  -7.09301  -0.45
C  -4.51367  -3.75097  -7.43862  -0.73
C  -3.32817  -4.39726  -7.10931  0.43
C  -3.16922  -5.83660  -7.47263  0.56
O  -4.03876  -6.43370  -8.06709  -0.65
H  1.37515  -8.30925  -6.10905  0.40
H  -0.44622  -9.56011  -7.21727  0.40
H  -2.54770  -8.38759  -7.84398  0.48
H  1.08506  -5.89349  -5.60323  0.48
H  -1.72326  -1.85327  -5.56446  0.57
H  -3.84616  -0.69801  -6.13866  0.44
H  -5.62139  -1.92219  -7.34909  0.39
H  -5.27874  -4.30770  -7.96237  0.49

=====

Entry 3:
Molecular formula: C32H31BBrN5O11
Method: DFT, ωB97M-V/def2-TZVPD

Each line ends with the Mulliken charge.
Atoms and positions in Å:
O  1.65129  0.36220  -0.33703  -0.65
N  1.27312  -0.09009  0.72632  0.98
O  2.02774  -0.42633  1.62044  -0.54
C  -0.16964  -0.24531  0.94936  0.00
C  -1.03945  0.09045  -0.07329  -0.07
C  -2.39717  -0.08246  0.14016  -0.62
C  -2.86280  -0.57554  1.35369  -0.22
C  -1.96641  -0.89464  2.36594  -0.71
C  -0.60524  -0.73202  2.17123  -0.04
H  -0.66950  0.47877  -1.01116  0.36
H  -3.07602  0.17570  -0.66136  0.23
H  -3.92542  -0.70313  1.50924  0.29
H  -2.33205  -1.27144  3.31122  0.43
H  0.10186  -0.97373  2.95085  0.53
O  1.00868  -5.68107  5.04062  -0.62
N  1.11374  -4.69434  4.34452  1.04
O  1.03528  -3.55298  4.74821  -0.61
C  1.34715  -4.89532  2.90080  -0.06
C  1.39806  -6.18518  2.40605  -0.52
C  1.59646  -6.35909  1.04561  -0.35
C  1.74091  -5.25576  0.21326  -0.59
C  1.69270  -3.97092  0.73784  -0.33
C  1.49311  -3.78265  2.09636  -0.13
H  1.28241  -7.02690  3.07214  0.46
H  1.63648  -7.35900  0.63541  0.37
H  1.89298  -5.39886  -0.84850  0.39
H  1.81214  -3.11142  0.09156  0.47
H  1.45803  -2.79034  2.51912  0.45
O  -0.19545  3.73753  -8.04479  -0.61
N  0.74770  4.48227  -7.88620  1.03
O  0.68187  5.69193  -7.87061  -0.60
C  2.07698  3.86789  -7.69515  0.11
C  2.18655  2.49190  -7.74144  -0.30
C  3.43702  1.91846  -7.57326  -0.41
C  4.55038  2.72114  -7.35963  -0.51
C  4.41352  4.10306  -7.31231  -0.37
C  3.16821  4.68924  -7.48180  -0.44
H  1.31820  1.87138  -7.90606  0.47
H  3.53751  0.84217  -7.61120  0.41
H  5.52544  2.27048  -7.23035  0.39
H  5.27878  4.72965  -7.14416  0.38
H  3.04070  5.76089  -7.44989  0.46
O  5.22680  6.51572  3.64883  -0.61
N  4.52387  5.92299  2.85812  1.02
O  3.95995  6.43809  1.91611  -0.61
C  4.34126  4.47191  3.05625  0.05
C  4.95071  3.86830  4.14052  -0.47
C  4.76580  2.50728  4.32625  -0.43
C  3.98644  1.78002  3.43554  -0.44
C  3.38906  2.40951  2.35209  -0.04
C  3.56311  3.77047  2.15444  -0.57
H  5.55287  4.45410  4.81851  0.46
H  5.23120  2.01534  5.16962  0.38
H  3.83949  0.71780  3.58098  0.44
H  2.79063  1.83877  1.65863  0.34
H  3.10710  4.28118  1.31967  0.47
O  -4.93489  -1.47386  3.56738  -0.57
N  -6.06571  -1.43017  3.12635  0.98
O  -6.41632  -0.70372  2.22024  -0.61
C  -7.07439  -2.31981  3.72841  0.20
C  -6.69730  -3.13320  4.78069  -0.33
C  -7.65497  -3.95758  5.34928  -0.45
C  -8.95538  -3.95596  4.86137  -0.45
C  -9.30618  -3.13226  3.79941  -0.41
C  -8.36029  -2.30097  3.22135  -0.39
H  -5.68033  -3.11758  5.14259  0.45
H  -7.38389  -4.60031  6.17555  0.37
H  -9.69960  -4.59934  5.31174  0.38
H  -10.31881  -3.13424  3.42003  0.37
H  -8.60950  -1.65075  2.39635  0.45
C  1.36320  0.59348  -3.49374  -0.80
C  0.68569  1.93436  -3.28130  -0.24
O  -0.70288  1.79552  -2.93962  -0.44
B  -1.61036  1.56709  -3.89895  0.50
Br  -3.26650  0.74440  -3.39332  -0.22
H  2.32723  0.74755  -3.99075  0.35
H  1.52068  0.09643  -2.53218  0.12
H  0.78225  -0.08706  -4.12779  0.30
H  0.82374  2.61484  -4.13073  0.43
H  1.16343  2.41547  -2.42063  0.18
H  -1.44308  1.86958  -5.03903  -0.12

=====

no.,total energy (eV),M (g/mol)
1,-82800.5210,574.5
2,-60148.9557,594.2
3,-134367.1036,752.3